No. 1
Computed, not measured: a structure of composition C20H42N2O11PS4, with the ωB97M-V functional and the def2-TZVPD basis.

Each line ends with the Mulliken charge.
Positions of all 80 atoms, in Å:
1 N -1.9062 -3.4089 1.1331  -0.736
2 C -1.1607 -3.8902 0.4092  0.793
3 O -0.5459 -4.5134 -0.5607  -0.521
4 P 1.2289 -4.5804 -0.1215  0.782
5 C 1.5682 -2.8891 -0.9554  -0.917
6 N 2.0497 -1.8498 -0.0409  -0.426
7 O 0.8020 -5.9989 0.8452  -0.349
8 C 2.0342 -6.2512 1.5604  -0.402
9 C 3.1211 -6.0602 0.4425  -0.539
10 O 2.9764 -4.6843 0.0827  -0.436
11 H 1.3423 -5.2759 -1.3668  -0.320
12 H 0.9613 -3.8328 1.0849  -0.247
13 H 0.6604 -2.5746 -1.5282  0.282
14 H 2.3952 -3.0719 -1.6847  0.398
15 H 3.0417 -1.9207 0.1494  0.202
16 H 1.4886 -1.7777 0.8033  0.242
17 H 2.1085 -7.2032 2.1263  0.356
18 H 2.0688 -5.3454 2.2260  0.250
19 H 4.1469 -6.4496 0.6171  0.356
20 H 2.6951 -6.6732 -0.3967  0.265
21 C 2.7157 2.3413 -4.1910  -0.696
22 C 3.0696 2.7115 -2.7468  -0.144
23 C 2.7501 1.4985 -1.8708  -0.677
24 S 2.9236 0.0571 -2.9213  1.340
25 O 1.6315 -0.5546 -3.0788  -0.652
26 O 4.0882 -0.6918 -2.5148  -0.723
27 C 3.3079 0.9551 -4.4214  -0.876
28 H 3.1084 3.0683 -4.9039  0.376
29 H 1.6287 2.3072 -4.3066  0.288
30 H 4.1387 2.9419 -2.6827  0.286
31 H 2.5247 3.5921 -2.4107  0.019
32 H 3.4375 1.4141 -1.0317  0.362
33 H 1.7243 1.5273 -1.5082  0.386
34 H 2.8807 0.4402 -5.2802  0.434
35 H 4.3941 1.0012 -4.5130  0.315
36 C 0.4558 5.0824 2.0715  -0.329
37 C 1.9310 5.1757 2.4762  -0.785
38 C 2.7681 4.7621 1.2634  -0.683
39 S 1.7874 5.1679 -0.1810  1.237
40 O 1.4336 3.9397 -0.8553  -0.623
41 O 2.3998 6.2741 -0.8791  -0.759
42 C 0.3550 5.7601 0.7081  -0.908
43 H -0.1923 5.5566 2.8004  0.255
44 H 0.1619 4.0321 1.9901  0.313
45 H 2.1676 6.2072 2.7527  0.277
46 H 2.1533 4.5467 3.3389  0.390
47 H 3.7124 5.3021 1.2193  0.442
48 H 2.9541 3.6882 1.2528  0.273
49 H -0.5504 5.5039 0.1636  0.479
50 H 0.4445 6.8409 0.7972  0.361
51 C -5.2455 7.3444 2.3137  -0.582
52 C -4.7195 8.7127 2.7606  -0.592
53 C -3.2360 8.5438 3.1055  -0.766
54 S -2.6402 7.1855 2.0975  1.341
55 O -2.2761 6.0962 2.9672  -0.710
56 O -1.7437 7.6967 1.0888  -0.705
57 C -4.2093 6.8005 1.3364  -0.804
58 H -6.2297 7.4201 1.8513  0.356
59 H -5.3284 6.6806 3.1783  0.295
60 H -4.8280 9.4291 1.9421  0.296
61 H -5.2788 9.1019 3.6119  0.315
62 H -2.6631 9.4401 2.8751  0.368
63 H -3.0963 8.2724 4.1515  0.376
64 H -4.2894 5.7267 1.1771  0.413
65 H -4.2536 7.3266 0.3820  0.385
66 C -3.7268 -8.9067 -0.6540  -0.631
67 C -3.1993 -7.5325 -0.2284  -0.736
68 C -1.7093 -7.6886 0.0915  0.316
69 S -1.1220 -9.0512 -0.9133  1.156
70 O -0.7331 -10.1381 -0.0425  -0.687
71 O -0.2488 -8.5513 -1.9447  -0.660
72 C -2.7061 -9.4530 -1.6438  -0.735
73 H -4.7209 -8.8402 -1.0997  0.352
74 H -3.7906 -9.5637 0.2183  0.293
75 H -3.3259 -6.8233 -1.0507  0.270
76 H -3.7453 -7.1391 0.6296  0.382
77 H -1.1479 -6.7890 -0.1549  -0.445
78 H -1.5493 -7.9488 1.1368  0.395
79 H -2.7834 -10.5290 -1.7922  0.409
80 H -2.7702 -8.9357 -2.6019  0.324

Calculated values
net charge	-1

=====

No. 2
Computed, not measured: a structure of composition C21H19ClNO2PSr, with the ωB97M-V functional and the def2-TZVPD basis.

Each line ends with the Mulliken charge.
Positions of all 46 atoms, in Å:
1 Sr -0.1208 -1.3973 0.6408  1.668
2 O 3.1289 0.2415 1.3400  -0.707
3 C 2.0080 0.4478 1.8210  0.195
4 O 1.2484 -0.3397 2.4534  -0.846
5 C 1.4766 1.8919 1.6018  -0.645
6 P -0.3205 1.8809 1.3437  0.383
7 C -0.6659 3.6971 1.0688  0.186
8 C 0.2732 4.6198 0.6127  -0.233
9 C -0.0654 5.9538 0.4296  -0.679
10 C -1.3562 6.3917 0.6949  -0.357
11 C -2.3020 5.4876 1.1547  -0.635
12 C -1.9516 4.1572 1.3477  -0.218
13 C -0.4553 1.3483 -0.3628  0.581
14 C -1.7157 1.4540 -0.9699  -0.574
15 C -1.9237 1.0120 -2.2613  -0.574
16 C -0.8818 0.4293 -2.9772  -0.512
17 C 0.3629 0.3056 -2.3885  -0.507
18 C 0.5752 0.7697 -1.0908  -0.253
19 H 2.0600 2.3415 0.7993  0.356
20 H 1.6487 2.4744 2.5114  0.606
21 H 1.2824 4.2971 0.3908  0.237
22 H 0.6822 6.6530 0.0737  0.373
23 H -1.6207 7.4321 0.5481  0.351
24 H -3.3105 5.8177 1.3727  0.368
25 H -2.6861 3.4568 1.7304  0.425
26 H -2.5487 1.8522 -0.4050  0.300
27 H -2.9115 1.0815 -2.6991  0.351
28 H -1.0518 0.0461 -3.9751  0.362
29 H 1.1710 -0.1804 -2.9194  0.421
30 H 1.5586 0.6297 -0.6548  0.262
31 Cl -4.0987 -2.2366 1.2366  -0.386
32 C -2.8353 -0.8774 1.1490  -0.780
33 H -2.9561 -0.3754 2.1175  0.268
34 H -3.2723 -0.1987 0.4055  0.063
35 N 0.4698 -3.5498 0.2146  -1.105
36 C 1.0976 -4.6309 -0.1271  -0.433
37 C 2.1487 -4.7085 -1.1477  -0.252
38 C 2.7862 -5.8773 -1.4963  -0.251
39 C 2.4842 -7.1102 -0.8978  -0.509
40 C 1.4886 -7.0954 0.0945  -0.229
41 C 0.8329 -5.9466 0.4681  -0.377
42 H 2.4162 -3.7701 -1.6291  0.219
43 H 3.5597 -5.8426 -2.2647  0.251
44 H 2.9972 -8.0231 -1.1799  0.318
45 H 1.2260 -8.0325 0.5875  0.243
46 H 0.0673 -5.9777 1.2378  0.275

Calculated values
net charge	-2

=====

No. 3
Computed, not measured: a cluster of 2 separate species, C2O3 in total, with the ωB97M-V functional and the def2-TZVPD basis.

Each line ends with the natural charge from an NBO analysis.
Positions of all 5 atoms, in Å:
1 C -2.7582 0.1578 0.0412  1.029
2 C 3.7069 -0.4890 -0.5324  0.497
3 O -2.1053 -0.4505 0.7818  -0.486
4 O 4.1377 -0.3002 0.4861  -0.497
5 O -3.3693 0.8077 -0.8223  -0.543

Calculated values
relative energy (zero: lowest compared OMol25 entry of this formula, charge and spin)	30.4	kJ/mol

=====

In the order shown, the computed DFT total energy values come out to -99552.018 -50316.644 -8216.529 eV.
In the order shown, the computed maximum force values come out to 3.65 1.90 6.43 eV Å⁻¹.